59
Properties=species:S:1:pos:R:3:forces:R:3:mulliken_charge:R:1 method="wB97M-V/def2-TZVPD" de_lowest_kj_mol=423.2 homo_lumo_gap_ev=7.775 homo_ev=-7.143 smiles="CCN(CC)c1ccc(NC(=O)Cn2nnc(-c3cccc(OC)c3OC)n2)c(C)c1" spin_multiplicity=1
H 2.33175 -6.60691 -2.64243 0.0 -0.1 -0.1 0.3867
N 0.43540 2.05411 0.42321 -0.6 -0.1 -0.1 -0.0069
C 2.11395 -5.55148 -2.61691 -0.2 -0.1 -0.2 -0.3465
C -2.40881 2.30106 2.73631 0.0 0.0 0.1 -0.1899
C 0.68512 -7.08655 -4.50687 0.1 -0.2 0.0 -0.9482
H 1.33434 3.08116 2.73139 0.0 0.0 0.0 0.5400
C 0.28061 2.85857 2.73200 0.1 0.0 -0.2 -1.4397
H -4.43477 2.20924 4.51210 -0.1 0.0 0.1 0.4008
C -2.34965 1.44344 0.39390 0.0 0.0 0.1 -1.8665
H -0.67455 -1.29675 -4.12322 0.1 -0.2 -0.3 0.3659
C -1.80867 5.02993 6.35978 0.0 -0.3 0.0 -1.0576
H -5.64570 4.30540 4.07864 -0.1 0.0 -0.1 0.3760
H -1.25325 5.27438 7.26185 0.1 0.1 0.1 0.3870
O 0.48049 -5.69966 -4.41281 0.1 0.4 0.2 -0.3566
H -0.11243 1.65342 -0.33369 0.2 0.1 0.1 0.2064
O 2.59351 2.60182 0.97608 0.1 0.1 0.1 -0.6594
C -0.05891 -1.88293 -4.81290 -0.2 0.5 -0.2 -0.8629
H 1.72028 -7.32590 -4.77357 0.0 0.0 0.0 0.3731
H -3.40045 1.26309 0.60525 0.0 0.0 0.0 0.3665
C -1.84421 2.84993 3.89740 0.2 -0.1 -0.2 1.5339
H -2.29060 2.12102 -0.45860 0.0 0.0 -0.1 0.3827
H -0.53039 -1.90478 -5.79560 0.1 0.0 0.0 0.2762
H -1.89843 0.49425 0.10526 0.0 -0.1 -0.1 0.3616
H -3.45806 2.05628 2.71105 -0.1 0.0 0.0 0.2051
O 0.03033 -3.22586 -4.40896 0.1 -0.4 0.4 -0.4783
C 1.28671 -1.41465 -2.24241 0.2 0.8 0.2 0.1798
H 0.03577 3.55529 4.70331 0.0 0.1 0.1 0.2670
H -4.16136 4.30349 3.11809 0.0 0.0 -0.1 0.3193
H 3.24272 1.65014 -1.26651 -0.2 0.0 0.0 0.3645
C -1.99638 3.51345 6.25715 0.1 0.2 0.1 -0.9295
H -4.43468 3.20824 5.95988 0.0 -0.1 -0.1 0.4040
N 0.26604 0.38603 -1.79898 -0.2 0.6 -0.1 -0.4950
C -4.04702 3.13986 4.94107 -0.1 0.1 -0.2 -0.8646
C -1.67121 2.03135 1.59899 0.2 0.1 0.0 0.4283
H 0.93147 -1.42270 -4.89568 0.0 0.0 0.0 0.3702
H -2.77103 5.53356 6.40323 -0.1 0.1 0.0 0.3026
C 2.15950 1.77320 -1.23341 0.4 0.9 0.6 -0.8387
H 0.42325 -7.59812 -3.57461 0.0 0.0 0.0 0.3803
C -0.47078 3.12263 3.85741 -0.2 0.0 0.1 -0.7330
H 0.02234 -7.42652 -5.30109 0.1 0.0 0.1 0.2280
H -2.63077 3.17525 7.08309 0.1 0.0 -0.1 0.3799
C 2.52428 -3.39589 -1.66604 0.0 -0.2 0.0 -0.9608
H 3.54079 -5.16995 -1.06787 0.1 0.0 0.1 0.3651
N 1.56099 0.55043 -1.65687 -0.4 -0.9 -0.4 1.1925
H -4.25575 5.26833 4.58751 0.0 0.1 0.0 0.2502
H -1.26155 5.40470 5.49866 0.1 0.1 -0.1 0.3090
C 1.75353 2.18351 0.21051 0.2 -0.2 -0.7 0.8170
C -0.30071 2.31772 1.59358 -0.1 0.1 0.5 0.3305
N 2.23898 -0.54026 -1.91504 0.3 -0.4 -0.2 -1.0211
N -2.60451 3.07375 5.02371 -0.2 -0.1 0.3 0.1231
H 1.85709 2.58080 -1.90785 0.1 -0.1 0.0 0.2520
C 2.79978 -4.73776 -1.72199 0.1 0.1 0.1 -1.0592
N 0.07141 -0.83641 -2.15756 -0.3 -0.4 0.1 -0.5643
H 3.03495 -2.75565 -0.96413 0.0 0.0 0.1 0.4529
C 1.18339 -5.00362 -3.47749 -0.1 0.0 -0.1 0.9430
H -1.03226 3.01179 6.36842 -0.1 0.0 0.1 0.4817
C -4.55990 4.33155 4.12870 0.0 -0.2 0.1 -0.9872
C 0.90382 -3.61182 -3.44796 0.1 -0.1 -0.2 0.1806
C 1.55767 -2.81888 -2.50436 0.0 -0.4 -0.2 1.1827

16
Properties=species:S:1:pos:R:3:forces:R:3:mulliken_charge:R:1 method="wB97M-V/def2-TZVPD" de_lowest_kj_mol=264.6 homo_lumo_gap_ev=10.583 homo_ev=-9.622 smiles="C=C[C@@H](N)CN" spin_multiplicity=1
H 2.69185 -0.93103 0.23401 -0.3 -0.3 -0.1 0.2500
N -0.70827 1.87921 0.01535 1.6 0.7 2.3 -0.6689
C -1.25882 -0.41582 -0.70023 0.5 -1.1 4.4 -0.5010
N 1.96325 -0.68169 -0.43176 -3.4 -0.4 0.7 -0.6555
C -0.19023 0.63938 -0.52841 0.3 -0.9 -1.9 0.1907
H -1.96578 -0.14343 -1.42514 -1.0 -0.4 -1.0 0.3928
H 0.29318 2.38507 0.38470 -4.2 -1.3 -0.9 0.3343
H 1.25164 -1.47427 -0.53681 2.1 0.5 0.0 0.3031
C 1.00447 0.27218 0.24848 2.8 1.0 1.4 -0.8079
H -2.16559 -2.21771 0.34898 0.4 1.5 -0.7 0.2544
C -1.42414 -1.36334 0.29291 0.3 -0.8 -0.8 -0.5529
H 0.74164 0.08189 1.33444 0.3 -0.3 -1.0 0.3245
H 0.21129 0.78152 -1.53699 -0.1 0.4 -0.2 0.2841
H -1.23608 1.47343 0.85634 1.0 1.6 -0.9 0.3968
H 1.49801 1.28752 0.29233 0.3 -1.2 0.1 0.2750
H -0.70641 -1.57293 1.15181 -0.5 1.0 -1.4 0.1805

14
Properties=species:S:1:pos:R:3:forces:R:3:mulliken_charge:R:1 method="wB97M-V/def2-TZVPD" de_lowest_kj_mol=172.5 homo_lumo_gap_ev=9.261 homo_ev=-8.960 spin_multiplicity=1
H -0.46798 -0.50030 1.07513 2.3 -1.1 -0.5 0.3487
H -2.00327 2.92908 -0.56640 0.0 -1.8 0.4 0.3354
H -0.02659 2.05602 -1.01411 1.0 1.2 -1.1 0.2775
H 1.67807 -1.84895 -1.21861 -0.2 1.9 -1.6 0.2479
N 0.59029 -0.67447 0.71731 -2.7 -0.8 2.2 -0.3128
O -2.35882 2.04504 -0.26478 0.1 1.1 -0.1 -0.4875
C -0.11273 1.18648 -0.45189 -2.0 0.1 0.7 -0.7149
N 1.52271 -2.45014 -0.47854 0.2 -2.8 4.2 -0.6602
O -1.93935 0.08655 0.66575 0.5 1.1 -0.3 -0.6450
H 1.82682 0.40835 -0.52982 0.6 -0.2 -0.5 0.4347
C 0.82665 0.27818 -0.17669 0.5 0.7 0.1 -0.1896
C 1.06349 -2.01077 0.63778 -0.1 1.7 -3.2 0.0796
H 0.88207 -2.56188 1.55081 0.2 -0.5 -0.2 0.3751
C -1.48136 1.05679 0.05406 -0.4 -0.5 -0.2 0.9111

14
Properties=species:S:1:pos:R:3:forces:R:3:mulliken_charge:R:1 method="wB97M-V/def2-TZVPD" total_charge=+1 de_lowest_kj_mol=188.2 homo_lumo_gap_ev=7.921 homo_ev=-12.923 spin_multiplicity=1
H 1.10068 -0.69663 1.57330 -0.3 0.3 0.1 0.3773
O 0.17568 -1.57602 -0.42376 0.1 -0.3 0.5 -0.5099
C -0.12486 -0.29357 -0.07594 3.1 2.5 -2.4 0.2868
H 1.11871 1.84712 -0.45957 0.1 0.2 0.0 0.3897
H 0.82580 0.93112 -1.98309 -0.2 0.0 -0.3 0.3399
H -0.52493 -0.90604 1.87568 0.2 0.2 0.0 0.3616
N -1.39084 0.11500 -0.45282 -1.3 -0.1 0.0 -0.7799
N 0.16893 -0.28228 1.43044 0.0 -0.6 0.0 -0.2079
C 1.17762 0.89775 -0.96750 -2.5 -2.1 2.3 -0.8952
H 0.11094 0.65698 1.84335 0.0 -0.2 -0.2 0.3654
I -2.89175 -1.38107 -0.22843 0.4 0.6 0.1 0.2506
H 2.11434 0.37997 -0.83619 0.2 -0.1 0.0 0.3716
I -1.97308 2.03426 0.08124 0.2 -0.6 -0.1 0.2669
H 0.11276 -1.72658 -1.37672 -0.1 0.2 0.0 0.3831

55
Properties=species:S:1:pos:R:3:forces:R:3:mulliken_charge:R:1 method="wB97M-V/def2-TZVPD" total_charge=+1 homo_lumo_gap_ev=7.622 homo_ev=-12.204 spin_multiplicity=1
O 2.09568 -7.27806 1.16120 0.2 -0.2 -0.1 -0.5629
H -0.25323 5.36393 -3.28990 0.0 0.0 0.1 0.4025
Br 3.11709 -3.37805 -0.24164 0.0 -0.3 0.5 0.0330
O 1.03499 0.71614 1.42155 0.1 0.0 0.2 -0.5755
H 0.92974 1.59670 -2.80913 0.0 0.0 0.0 0.1614
H 0.55269 -5.57137 0.38341 0.1 0.5 0.2 0.1520
H 0.36846 -0.90333 -1.14761 0.0 0.0 0.0 0.2516
S -0.57159 -2.38589 2.49929 -0.1 0.3 0.4 1.0220
H 6.40595 -6.39093 1.81570 0.0 0.0 0.1 0.3912
C 1.04637 -0.25742 -1.71233 -0.1 0.0 0.1 -0.5763
O -1.52788 -2.04121 1.48707 0.2 -0.1 -0.3 -0.6489
C -1.31635 -1.12023 4.65504 -0.1 -0.2 -0.1 -0.7789
H -0.05896 3.73321 -3.99138 0.0 -0.1 0.1 0.2720
O -1.78170 4.40209 -1.35616 0.0 -0.3 0.1 -0.6938
H -0.34973 -0.07427 2.96850 0.1 0.0 -0.2 0.3714
C 4.47172 -5.21158 1.94030 0.2 -0.4 -0.3 -0.6907
H 1.37742 -0.80506 -2.59483 0.0 0.0 0.0 0.4206
H -2.39278 -3.59160 3.40008 0.0 0.1 -0.1 0.3929
C -0.75989 4.54118 -3.79330 0.1 0.1 -0.3 -0.5465
C -2.73251 5.78873 -4.51013 0.1 0.0 0.0 -0.6379
C 2.22501 0.15532 -0.83752 0.0 -0.3 -0.3 -0.5035
H -0.43396 -2.84763 5.60529 0.0 0.0 0.0 0.2847
C -1.37528 -3.41210 3.74088 0.0 -0.1 0.3 -0.5320
O -2.30035 2.56201 -2.98309 0.0 -0.1 0.2 -0.6513
H 0.74360 -1.07527 3.95253 0.0 0.0 -0.1 0.4162
H -1.07879 -0.48418 5.50452 0.0 0.0 0.0 0.4012
S -2.05042 3.95432 -2.69942 -0.1 0.5 -0.2 1.2418
H -0.84301 -4.35709 3.82417 0.0 0.0 -0.1 0.1451
H -3.82748 5.53238 -2.62596 0.0 -0.1 0.1 0.3479
P 2.98188 -4.45256 1.63576 -0.4 0.9 -0.2 0.3666
H -4.11304 4.23984 -3.81599 0.0 -0.1 0.0 0.3601
P 1.39857 -6.01423 1.41372 -0.2 -1.0 0.0 0.4657
H -3.44395 6.00284 -5.30505 0.0 0.0 0.0 0.3306
C -3.37751 4.93232 -3.41209 -0.1 0.2 -0.2 -0.7348
H -2.29444 -0.82144 4.27376 0.0 0.0 0.0 0.3250
H 2.70932 -3.58262 2.68688 0.1 0.2 -0.1 0.1187
H 0.22430 2.94415 -0.97143 0.0 0.1 0.1 0.3785
O 2.47776 2.48224 0.37856 0.0 0.0 0.2 -0.7123
C 0.16697 1.87558 -0.79757 0.0 -0.3 -0.3 -0.7276
C -1.50976 5.02174 -5.03237 -0.1 0.0 0.0 -0.6741
C 5.49091 -5.84358 1.86591 0.0 0.0 0.1 0.6162
H -2.18943 -2.84766 5.67572 0.0 0.0 0.0 0.3521
H 2.63470 -0.65538 -0.23824 0.0 0.2 0.1 0.0709
S 1.54507 1.39570 0.25002 0.0 0.2 -0.2 1.0570
H -0.87788 5.64613 -5.66095 0.0 0.0 0.0 0.3758
O 0.69915 -3.00931 2.11001 -0.2 -0.2 -0.1 -0.4432
H -0.64021 0.85748 -2.53950 -0.1 0.0 0.0 0.3832
H 3.01197 0.62844 -1.42423 0.0 0.0 0.0 0.3523
H -2.41164 6.74397 -4.09162 0.0 0.0 0.0 0.3058
C -0.26710 -0.98228 3.55545 0.0 0.1 0.3 -0.5528
C -1.33806 -2.60428 5.04374 0.1 0.1 0.0 -0.6639
H -1.83434 4.16514 -5.62654 0.0 0.0 0.0 0.3099
H 0.67322 -5.96728 2.61799 0.0 0.4 0.0 0.0826
H -0.75674 1.63887 -0.27466 0.0 0.0 0.1 0.3816
C 0.32547 1.04545 -2.08442 0.1 -0.1 0.1 -0.4330

11
Properties=species:S:1:pos:R:3:forces:R:3:mulliken_charge:R:1 method="wB97M-V/def2-TZVPD" de_lowest_kj_mol=561.1 homo_lumo_gap_ev="7.587 / 7.724" homo_ev="-7.876 / -7.830" spin_multiplicity=1
C -0.99449 -0.17622 1.33986 0.1 0.1 0.1 -1.2177
C -0.08783 0.22115 0.32918 0.4 0.2 -0.4 -0.1214
H 2.09656 0.17118 -2.05729 -0.1 0.1 0.1 0.2928
C 0.68896 0.58014 -0.52769 -0.4 -0.2 0.4 1.2203
H -1.25736 -2.02372 1.50952 0.2 -0.3 0.1 0.3745
H -0.90284 0.18354 2.35930 0.0 0.0 -0.2 0.3556
H 2.40712 1.64866 -1.13296 -0.1 -0.1 0.0 0.2914
N -2.73539 -2.07031 0.95696 0.6 0.6 0.1 -0.4799
C -1.93930 -1.17228 1.12322 -0.7 -0.3 -0.2 0.2833
H 1.10659 1.61306 -2.33486 0.0 -0.1 0.1 0.2783
C 1.61796 1.02480 -1.56524 0.1 0.0 -0.1 -1.2772

10
Properties=species:S:1:pos:R:3:forces:R:3:mulliken_charge:R:1 method="wB97M-V/def2-TZVPD" de_lowest_kj_mol=163.4 homo_lumo_gap_ev=11.530 homo_ev=-10.356 smiles=C[C@H]1CO1 spin_multiplicity=1
O 0.53380 0.60736 -0.83984 -0.5 -0.5 0.4 -0.4086
H 1.15432 -0.89755 0.47693 0.8 0.1 0.6 0.3728
C -0.47540 0.25136 1.44545 0.5 2.4 0.2 -0.9488
C -0.24907 -0.59722 -1.06118 -0.2 1.5 1.3 -0.4062
C 0.33230 -0.23727 0.29630 -0.9 -1.9 -2.5 0.1528
H -1.04602 -0.47946 2.03001 0.4 -0.1 -0.3 0.2847
H -1.21408 1.01627 0.98993 1.2 -1.0 1.1 0.2701
H 0.16572 -1.28856 -1.76240 0.6 -0.5 0.0 0.2717
H 0.33707 0.75047 2.12351 -2.0 -0.5 -0.8 0.2174
H -1.31445 -0.46128 -1.22270 0.0 0.4 0.1 0.1942

64
Properties=species:S:1:pos:R:3:forces:R:3:mulliken_charge:R:1 method="wB97M-V/def2-TZVPD" de_lowest_kj_mol=0.0 homo_lumo_gap_ev="5.737 / 6.183" homo_ev="-7.532 / -7.508" spin_multiplicity=1
C 2.38246 2.04980 0.04224 -0.1 -0.2 0.1 -0.6245
H 3.80928 7.61874 1.33285 0.2 0.0 -0.1 0.2660
C -6.88478 -4.12562 -1.96001 0.2 -0.2 0.1 -0.5726
C -6.00782 -3.08297 -1.67227 0.1 -0.1 0.0 -0.4636
C -4.68193 -3.32191 -1.28693 0.2 -0.7 0.4 0.4039
C 2.17532 0.88551 1.04033 0.5 0.2 0.2 1.6309
H 1.05028 1.24019 -1.53841 -0.2 0.2 0.0 0.2562
H -7.08888 -6.27895 -2.13103 0.0 0.1 0.0 0.3722
H 2.82310 -1.11809 1.46326 0.0 0.1 -0.1 0.0981
C 3.00679 7.65480 -0.67775 0.3 -0.8 -0.2 -0.4979
C 3.60433 5.63443 0.50208 0.2 -0.6 -0.1 -0.3812
H 4.11503 0.09181 1.46295 0.0 0.0 0.0 0.4503
Br -2.59193 -5.19924 -0.39884 -0.2 -0.2 -0.2 -0.1172
H 2.84990 1.88539 2.80833 -0.2 -0.1 0.0 0.4397
H 1.79131 0.48615 3.11404 -0.1 0.2 0.0 0.2839
H -2.33640 -3.91174 2.02135 0.3 0.4 0.1 0.6670
C -0.23937 -3.21804 2.42691 2.4 2.1 0.8 -1.0184
C -4.27295 -4.66968 -1.10818 -0.7 0.4 -0.6 0.1596
O -2.49390 -2.36445 -0.99781 -1.7 0.3 0.0 -0.3427
H 3.44190 7.53382 -1.67723 -0.1 0.1 0.1 0.2727
C 1.03668 1.60660 -0.50790 -0.6 -0.3 -0.2 -0.7523
C 1.60324 -1.73136 -1.76302 -1.8 0.9 -1.5 -0.0202
H 3.65040 5.26622 1.54145 0.0 0.2 -0.3 0.2812
O -4.25703 -0.99638 -0.79943 0.4 -1.5 -0.3 -0.7974
H -0.74556 0.06768 2.89229 0.0 -0.5 -0.1 0.4544
C 1.79516 6.72198 -0.52391 -0.3 0.0 0.3 -0.5108
C 3.99276 7.11341 0.37899 -0.7 0.1 0.2 -0.5696
H 2.36494 3.06527 0.45729 0.2 -0.4 -0.1 0.0052
H -6.33803 -2.04817 -1.73210 0.1 -0.2 0.0 0.4271
H 0.59986 -4.81215 -0.90415 0.1 0.3 -0.1 0.4490
C -3.77405 -2.14731 -1.02025 0.9 1.1 0.5 0.5757
H 3.43277 -0.48146 -0.06679 0.0 0.1 0.0 0.3702
O 0.92670 0.47779 0.41819 0.4 0.7 -0.3 -0.3325
C -0.19038 -3.12879 -2.14873 0.6 1.0 -0.6 -0.0152
H 5.03779 7.24377 0.09624 -0.1 0.0 0.1 0.3231
H -3.00295 -1.30854 2.33369 0.4 -0.2 0.1 0.5961
H 2.71325 -3.16867 -0.44295 -0.4 0.1 -0.2 0.4098
H -4.77533 -6.73828 -1.39769 -0.1 0.2 0.1 0.3994
C -1.99753 -1.73161 2.41315 0.0 -0.4 -0.2 -1.1909
C 3.19293 -0.21944 0.96358 0.3 -0.2 0.1 -1.4817
H -7.91222 -3.91473 -2.25451 0.3 0.0 0.1 0.3715
H -0.11162 -1.07533 -3.04907 0.2 -0.2 0.1 0.5596
C 0.34595 -1.83834 -2.42461 0.9 0.2 0.4 -1.2350
C -6.44047 -5.44878 -1.87366 0.4 0.4 0.0 -0.4569
H 4.28983 5.01081 -0.10203 -0.3 0.1 0.2 0.2710
H 0.34177 -4.13250 2.34377 -0.1 0.2 0.0 0.4307
H 1.31869 -1.68445 2.99393 -0.6 -0.2 -0.2 0.5218
C 1.95720 1.34845 2.46145 0.1 0.0 0.2 -1.6847
H 2.74909 8.70449 -0.52511 0.0 -0.1 0.0 0.3187
H 3.21272 1.89680 -0.66013 -0.2 0.2 0.3 0.3814
C -5.13629 -5.71457 -1.45715 0.0 0.2 0.1 -0.6498
C 0.27836 -1.92639 2.74847 0.4 -3.0 -0.5 -0.1859
H 1.07793 7.17485 0.18639 0.2 -0.3 -0.2 0.2653
In -1.80901 -0.30632 -0.27495 -0.2 0.1 -0.2 0.9712
C 1.83250 -2.94035 -1.04748 -1.4 -2.7 0.2 -0.6343
H -1.10788 -3.53172 -2.55477 0.2 0.1 0.1 0.5400
C -0.80637 -1.01126 2.71759 -1.4 0.2 -0.1 -0.1607
H 1.09791 2.02478 2.51453 0.1 -0.1 0.0 0.3678
H 1.26672 6.53794 -1.47207 0.2 0.0 0.3 0.2766
H 2.27886 -0.87369 -1.83444 -0.3 -0.4 0.1 0.5682
C 0.73169 -3.80947 -1.30080 2.3 0.8 1.2 -0.5999
C -1.64369 -3.09893 2.24152 -1.4 1.5 0.1 -0.1143
O 2.25301 5.45139 0.01252 0.6 1.3 -0.2 -0.3516
H 0.21797 2.31678 -0.34323 0.1 -0.1 -0.2 0.3263